{"formula": "C53H55AuCl3N5OS3Si", "method": "ωB97M-V/def2-TZVPD", "charge": 2, "gap_ev": 4.945, "homo_ev": -11.78, "e_lumo_ev": -6.837, "relative_energy_kcal_mol": 0.0, "elements": ["Au", "C", "Si", "C", "N", "C", "C", "C", "C", "C", "C", "C", "C", "C", "C", "C", "C", "C", "C", "C", "C", "C", "H", "H", "H", "H", "H", "H", "H", "H", "H", "H", "H", "H", "H", "H", "H", "H", "H", "H", "H", "H", "H", "H", "H", "H", "S", "C", "N", "C", "C", "N", "C", "C", "C", "C", "C", "C", "C", "C", "S", "C", "C", "C", "C", "C", "C", "C", "H", "H", "H", "H", "H", "H", "H", "H", "H", "H", "H", "H", "H", "H", "H", "H", "H", "H", "Cl", "C", "C", "C", "C", "C", "C", "N", "C", "C", "N", "C", "O", "C", "C", "C", "Cl", "S", "C", "C", "C", "Cl", "C", "H", "H", "H", "H", "H", "H", "H", "H", "H", "H", "H", "H", "H"], "coordinates": [[-0.334184, -0.823167, 0.365585], [1.521703, -1.676279, 0.693292], [1.904653, -3.360984, -0.069400], [0.529520, -4.602695, 0.328688], [-0.867485, -4.139680, 0.367403], [-1.598616, -3.872951, -0.859156], [-2.874767, -4.734716, -0.960034], [-2.663515, -6.060424, -0.230552], [-2.442432, -5.829328, 1.273182], [-1.726618, -4.480141, 1.485075], [2.243601, -3.259279, -1.906623], [3.124631, -2.280819, -2.390925], [3.584888, -2.296874, -3.700981], [3.165584, -3.299435, -4.566641], [2.289852, -4.275552, -4.113560], [1.840718, -4.256946, -2.797859], [3.451607, -3.945015, 0.799504], [4.697403, -3.977291, 0.162492], [5.838976, -4.379925, 0.846484], [5.754567, -4.756670, 2.178742], [4.528138, -4.730994, 2.829323], [3.391787, -4.325365, 2.145237], [2.222833, -0.902921, 0.352673], [1.638525, -1.746038, 1.778612], [0.771278, -5.045336, 1.298092], [0.653678, -5.412968, -0.408569], [-0.941937, -4.068058, -1.711200], [-1.892677, -2.807290, -0.915093], [-3.121255, -4.904370, -2.009382], [-3.722364, -4.205453, -0.512730], [-1.792620, -6.563094, -0.659222], [-3.517218, -6.719404, -0.388346], [-1.838447, -6.639082, 1.685678], [-3.396757, -5.830101, 1.808971], [-1.141568, -4.496642, 2.407431], [-2.479058, -3.685260, 1.587998], [3.500440, -1.511170, -1.718120], [4.289712, -1.546293, -4.040038], [3.537349, -3.331289, -5.583080], [1.968645, -5.067316, -4.778983], [1.174058, -5.046638, -2.472584], [4.781385, -3.704306, -0.882568], [6.793149, -4.403530, 0.335033], [6.642858, -5.075388, 2.709890], [4.457575, -5.032278, 3.867216], [2.440666, -4.314878, 2.672638], [-0.792480, -1.173276, 2.591384], [-2.087643, -0.103871, 2.901687], [-2.371446, 0.257909, 4.116163], [-3.417237, 1.276303, 4.358398], [-4.584824, 0.983910, 3.473029], [-4.121608, 0.957679, 2.073198], [-4.996311, 1.554353, 1.038428], [-4.464755, 2.879590, 0.541254], [-4.215125, 3.918456, 1.434814], [-3.750001, 5.140182, 0.975133], [-3.541807, 5.334510, -0.386008], [-3.795567, 4.304334, -1.279903], [-4.249116, 3.076259, -0.815874], [-2.974977, 0.408618, 1.765347], [-2.511373, 0.259898, 0.161618], [-1.638910, -0.194706, 5.328694], [-0.996961, 0.979860, 6.020226], [-1.461345, 1.410410, 7.256515], [-0.861378, 2.493772, 7.886836], [0.198822, 3.148943, 7.277845], [0.661531, 2.724719, 6.036168], [0.066317, 1.642346, 5.408884], [-3.001409, 2.263409, 4.152550], [-3.698816, 1.237589, 5.406549], [-5.346073, 1.750376, 3.577662], [-5.033214, 0.019317, 3.722468], [-5.977199, 1.669932, 1.495741], [-5.091172, 0.850111, 0.211866], [-4.406447, 3.790777, 2.496897], [-3.568293, 5.946725, 1.673908], [-3.191792, 6.293004, -0.747355], [-3.647438, 4.457807, -2.341482], [-4.449940, 2.271630, -1.515721], [-0.904151, -0.937226, 5.040965], [-2.371701, -0.674595, 5.976926], [-2.282149, 0.891173, 7.741269], [-1.220199, 2.820542, 8.854148], [0.673322, 3.985773, 7.774039], [1.493982, 3.232025, 5.565443], [0.438179, 1.299935, 4.447134], [4.586699, 6.982233, -7.140661], [3.775968, 5.698820, -6.324949], [2.507377, 5.897920, -5.801386], [1.884997, 4.847772, -5.163298], [2.473936, 3.589002, -5.010770], [1.610608, 2.602177, -4.241196], [2.087974, 1.157706, -4.154941], [1.153871, 0.385294, -3.331656], [0.044097, -0.299883, -3.776835], [-0.570987, -0.799703, -2.678458], [0.178950, -0.431572, -1.573001], [1.209021, 0.280542, -2.007414], [1.471365, 3.071097, -2.900472], [0.133150, 3.325232, -2.469271], [0.196874, 3.821482, -1.061961], [0.488973, 5.108913, -0.728761], [0.772929, 6.398656, -1.815610], [0.568853, 5.356573, 0.962678], [0.196946, 3.715610, 1.263313], [0.026966, 3.020034, 0.106811], [3.745526, 3.429999, -5.549156], [4.652800, 1.936471, -5.484275], [4.393069, 4.471673, -6.202755], [2.019932, 6.858598, -5.898419], [0.892711, 5.007719, -4.755981], [0.628592, 2.608120, -4.729262], [3.059873, 1.118888, -3.676996], [2.151723, 0.683347, -5.130452], [-0.210504, -0.366870, -4.821896], [-1.469377, -1.388435, -2.604189], [1.960493, 0.755956, -1.397533], [-0.478229, 2.414858, -2.522779], [-0.329519, 4.076841, -3.115938], [0.131301, 3.356825, 2.279977], [-0.225669, 1.966599, 0.069703], [5.381158, 4.316636, -6.612651]], "atomic_forces_ev_per_a": [[-0.2, -0.1, 0.1], [0.2, 0.3, 0.1], [-0.3, -0.4, -0.1], [-0.7, -0.1, -0.3], [0.5, 1.0, 0.3], [0.0, -0.2, 0.1], [0.1, 0.0, 0.0], [-0.1, 0.0, 0.0], [0.1, 0.1, -0.1], [0.1, -0.4, -0.2], [0.2, 0.2, 0.0], [0.0, 0.0, 0.0], [-0.1, 0.0, 0.0], [0.0, 0.0, 0.0], [0.0, 0.0, 0.0], [-0.1, 0.1, -0.1], [0.2, 0.1, 0.0], [0.0, -0.1, 0.1], [-0.1, 0.0, -0.1], [0.0, 0.0, 0.0], [-0.1, 0.0, 0.0], [0.0, 0.0, 0.0], [0.0, -0.1, 0.0], [0.1, 0.0, -0.1], [0.0, 0.0, 0.0], [0.0, -0.2, 0.2], [0.0, 0.0, 0.0], [0.0, -0.1, -0.1], [0.0, 0.0, 0.0], [0.0, 0.0, 0.0], [0.0, 0.0, 0.0], [0.0, 0.0, 0.0], [-0.1, 0.0, 0.0], [0.1, 0.0, 0.0], [0.0, 0.1, 0.0], [0.1, 0.0, 0.0], [0.0, -0.1, 0.0], [0.0, 0.0, 0.0], [0.0, 0.0, 0.0], [0.0, 0.0, 0.0], [0.0, 0.0, 0.0], [0.0, 0.0, 0.0], [0.0, 0.0, 0.0], [0.0, 0.0, 0.0], [0.0, 0.0, 0.0], [0.1, 0.0, 0.0], [0.0, 0.0, -0.1], [-0.1, -0.2, -0.5], [-0.3, 0.3, 0.4], [0.1, -0.1, 0.0], [0.0, -0.1, -0.2], [-0.4, 0.2, 0.4], [0.0, 0.0, 0.0], [0.1, 0.0, 0.1], [0.0, 0.0, 0.0], [0.0, 0.0, 0.0], [0.0, 0.0, 0.0], [0.0, 0.0, 0.0], [0.0, 0.0, 0.0], [0.5, -0.1, 0.1], [0.1, -0.1, -0.1], [0.1, 0.2, 0.0], [0.0, 0.0, 0.0], [0.0, 0.0, 0.0], [0.0, 0.0, 0.0], [0.0, 0.0, 0.0], [0.0, 0.0, 0.0], [0.0, 0.0, 0.0], [0.1, 0.0, 0.0], [0.0, -0.1, 0.0], [0.0, 0.1, 0.0], [-0.1, 0.0, 0.0], [0.0, 0.0, 0.0], [0.0, -0.1, 0.0], [0.0, 0.0, 0.0], [0.0, 0.0, 0.0], [0.0, 0.0, 0.0], [0.0, 0.0, 0.0], [0.0, 0.0, 0.0], [0.0, -0.1, -0.1], [-0.1, 0.0, 0.0], [0.0, 0.0, 0.0], [0.0, 0.0, 0.0], [0.0, 0.0, 0.0], [0.0, 0.0, 0.0], [0.0, 0.0, 0.0], [0.0, 0.0, 0.0], [0.0, 0.0, 0.0], [-0.1, 0.1, 0.0], [-0.1, 0.0, 0.0], [-0.1, 0.0, 0.0], [0.0, 0.1, -0.1], [-0.1, 0.0, 0.1], [0.0, -0.1, -0.3], [0.1, 0.2, 0.0], [0.2, 0.0, 0.1], [-0.2, -0.1, -0.1], [-0.1, 0.0, 0.1], [0.0, -0.1, 0.1], [0.1, 0.0, 0.0], [-0.1, -0.2, 0.0], [0.0, 0.1, 0.0], [0.0, 0.0, 0.0], [0.0, 0.1, 0.0], [0.0, -0.1, 0.0], [0.0, 0.0, -0.1], [0.1, 0.0, 0.0], [0.0, 0.1, 0.0], [0.1, 0.0, 0.0], [0.0, 0.0, 0.0], [0.0, 0.0, 0.0], [-0.1, 0.0, 0.1], [0.0, -0.1, 0.0], [0.1, 0.0, 0.0], [0.1, 0.0, 0.1], [0.1, 0.0, 0.0], [0.0, 0.0, 0.0], [0.0, 0.0, 0.0], [0.0, 0.0, 0.0], [0.0, 0.0, 0.0], [0.0, 0.1, 0.0], [0.0, 0.0, 0.0]], "lowdin_charge": [0.782, -0.329, 0.642, -0.201, -0.240, -0.207, -0.170, -0.184, -0.161, -0.221, -0.258, -0.136, -0.081, -0.067, -0.064, -0.087, -0.245, -0.077, -0.066, -0.069, -0.075, -0.106, 0.016, -0.014, 0.082, 0.084, 0.111, 0.061, 0.112, 0.110, 0.112, 0.113, 0.109, 0.110, 0.108, 0.098, 0.102, 0.105, 0.112, 0.112, 0.090, 0.093, 0.111, 0.112, 0.108, 0.095, 0.791, -0.554, -0.063, -0.072, -0.078, -0.076, -0.103, -0.239, -0.036, -0.058, -0.061, -0.060, -0.058, -0.601, 0.791, -0.088, -0.236, -0.038, -0.052, -0.056, -0.059, -0.040, 0.149, 0.143, 0.140, 0.154, 0.141, 0.111, 0.108, 0.115, 0.116, 0.113, 0.113, 0.084, 0.145, 0.120, 0.117, 0.116, 0.112, 0.107, 0.724, -0.659, -0.078, -0.026, -0.156, -0.264, -0.099, -0.033, -0.005, -0.097, -0.108, -0.150, -0.093, -0.165, -0.314, -0.965, 0.712, 1.032, -0.410, -0.160, -0.544, 0.741, -0.127, 0.116, 0.107, 0.160, 0.095, 0.130, 0.143, 0.103, 0.159, 0.122, 0.113, 0.056, 0.039, 0.109]}